Here is a molecular structure, C55H69AsO3P2PtS3Si in a non-equilibrium geometry from OMol25. Energies are from ωB97M-V/def2-TZVPD.

Positions of all 135 atoms, in Å:
Pt -1.208 0.849 -0.136
C -2.050 3.010 2.884
Si -0.833 1.930 1.971
C -0.543 0.555 3.231
C -0.131 0.905 4.522
C 0.042 -0.053 5.501
C -0.226 -1.384 5.206
C -0.665 -1.743 3.946
C -0.815 -0.776 2.941
P -1.486 -1.099 1.265
C -3.277 -1.565 1.433
C -3.651 -2.646 2.470
C -3.975 -2.130 3.872
C -5.013 -1.018 3.822
C -4.495 0.114 2.946
C -4.239 -0.372 1.524
C -0.562 -2.628 0.639
C -1.112 -3.281 -0.649
C -1.792 -4.619 -0.388
C -0.768 -5.655 0.084
C 0.323 -4.972 0.919
C -0.231 -3.753 1.654
C 0.819 2.789 1.669
C 1.029 4.108 2.072
C 2.231 4.752 1.829
C 3.256 4.069 1.190
C 3.064 2.758 0.786
C 1.838 2.122 0.986
P 1.552 0.376 0.472
C 2.783 -0.453 1.630
C 2.723 0.027 3.081
C 3.843 -0.596 3.913
C 3.787 -2.118 3.875
C 3.832 -2.613 2.434
C 2.718 -1.980 1.604
C 2.318 0.102 -1.202
C 1.811 -1.226 -1.800
C 2.517 -1.491 -3.126
C 4.011 -1.777 -2.908
C 4.525 -1.124 -1.622
C 3.854 0.225 -1.380
H -1.770 3.057 3.940
H -3.049 2.580 2.814
H -2.099 4.009 2.466
H 0.075 1.944 4.753
H 0.376 0.230 6.491
H -0.118 -2.144 5.970
H -0.935 -2.771 3.779
H -3.432 -2.014 0.447
H -2.897 -3.431 2.518
H -4.553 -3.131 2.081
H -3.079 -1.742 4.359
H -4.327 -2.967 4.480
H -5.242 -0.658 4.827
H -5.948 -1.406 3.400
H -3.573 0.508 3.386
H -5.205 0.944 2.915
H -3.891 0.453 0.905
H -5.191 -0.694 1.089
H 0.395 -2.165 0.390
H -0.279 -3.432 -1.342
H -1.799 -2.610 -1.145
H -2.291 -4.963 -1.296
H -2.581 -4.486 0.360
H -0.316 -6.149 -0.779
H -1.257 -6.437 0.669
H 1.155 -4.651 0.283
H 0.745 -5.670 1.644
H 0.513 -3.413 2.365
H -1.101 -4.066 2.230
H 0.226 4.650 2.554
H 2.363 5.784 2.126
H 4.203 4.559 0.995
H 3.873 2.252 0.282
H 3.745 -0.142 1.207
H 1.760 -0.262 3.511
H 2.786 1.114 3.132
H 3.770 -0.235 4.941
H 4.813 -0.258 3.530
H 2.850 -2.450 4.337
H 4.602 -2.553 4.457
H 3.749 -3.702 2.394
H 4.800 -2.354 1.989
H 1.756 -2.272 2.022
H 2.764 -2.363 0.583
H 1.855 0.891 -1.801
H 0.730 -1.173 -1.934
H 2.001 -2.070 -1.129
H 2.392 -0.611 -3.763
H 2.036 -2.317 -3.651
H 4.582 -1.399 -3.758
H 4.191 -2.854 -2.870
H 5.608 -0.994 -1.673
H 4.341 -1.777 -0.764
H 4.044 0.883 -2.235
H 4.332 0.707 -0.532
S -2.629 -0.512 -1.620
C -1.720 -0.850 -3.086
C -1.933 -2.017 -3.812
C -1.249 -2.227 -5.001
C -0.351 -1.280 -5.464
C -0.147 -0.106 -4.747
C -0.828 0.116 -3.559
As -0.851 1.774 -2.487
C -2.257 2.679 -3.497
C -3.346 1.933 -3.944
C -4.304 2.521 -4.753
C -4.173 3.848 -5.134
C -3.088 4.587 -4.693
C -2.133 4.010 -3.869
C 0.719 2.749 -3.101
C 0.877 3.002 -4.462
C 1.982 3.713 -4.911
C 2.921 4.189 -4.009
C 2.737 3.981 -2.649
C 1.631 3.276 -2.199
H -2.636 -2.756 -3.448
H -1.414 -3.140 -5.560
H 0.196 -1.449 -6.382
H 0.563 0.615 -5.123
H -3.466 0.903 -3.646
H -5.155 1.939 -5.084
H -4.923 4.307 -5.766
H -2.992 5.630 -4.964
H -1.313 4.606 -3.497
H 0.119 2.699 -5.172
H 2.094 3.910 -5.970
H 3.779 4.746 -4.364
H 3.434 4.391 -1.930
H 1.448 3.175 -1.139
O -2.990 5.232 -1.034
S -1.884 4.535 -0.428
O -1.429 5.089 0.826
O -0.777 4.187 -1.315
S -2.818 2.595 -0.110

The calculation puts the max |F| at 1.7 eV/A. As for the multiplicity: 1.

Here is 3 unconnected molecules or ions with the total composition C55H69BI2NO7 in a non-equilibrium geometry from OMol25. Energies are from ωB97M-V/def2-TZVPD.

Positions of all 135 atoms, in Å:
C 4.747 3.650 -0.073
C 6.009 3.717 -0.933
C 7.245 3.153 -0.232
C 7.036 1.700 0.231
C 6.873 1.527 1.750
C 7.819 0.490 2.351
C 7.445 0.134 3.796
C 6.395 -0.968 3.876
C 6.901 -2.386 3.564
C 5.772 -3.282 3.045
C 5.613 -3.372 1.502
C 6.257 -2.237 0.711
C 5.657 -2.071 -0.703
C 4.810 -0.792 -0.785
C 3.572 -0.881 -1.678
C 2.723 -2.137 -1.424
I 2.580 -3.588 -2.986
C 2.025 -2.404 -0.298
C 1.182 -3.616 -0.002
I 1.942 -1.009 1.297
C 4.122 -0.711 -3.150
O 3.925 0.653 -3.451
B 2.637 1.016 -2.840
C 1.261 0.475 -3.569
C 0.962 1.037 -4.963
C 1.996 0.677 -6.030
C 1.994 -0.798 -6.397
N 0.874 -1.110 -7.305
C 2.481 2.590 -2.338
O 1.938 2.625 -1.014
C 1.642 3.917 -0.584
C 1.009 3.820 0.805
C -0.032 4.893 1.085
O 2.727 0.203 -1.541
H 4.993 3.962 0.944
H 4.371 2.630 0.001
H 3.947 4.263 -0.475
H 5.841 3.175 -1.866
H 6.182 4.757 -1.214
H 7.450 3.805 0.621
H 8.098 3.242 -0.905
H 6.130 1.358 -0.263
H 7.836 1.057 -0.132
H 7.067 2.479 2.244
H 5.844 1.254 1.995
H 8.821 0.928 2.374
H 7.872 -0.396 1.723
H 8.350 -0.149 4.332
H 7.016 1.023 4.261
H 6.009 -0.972 4.899
H 5.543 -0.748 3.232
H 7.292 -2.825 4.482
H 7.744 -2.321 2.877
H 4.821 -2.955 3.466
H 5.932 -4.288 3.434
H 6.000 -4.336 1.175
H 4.541 -3.377 1.291
H 7.321 -2.459 0.627
H 6.126 -1.302 1.247
H 5.095 -2.974 -0.935
H 6.486 -1.977 -1.402
H 4.549 -0.490 0.225
H 5.403 0.024 -1.193
H 1.585 -4.511 -0.460
H 0.153 -3.424 -0.300
H 1.191 -3.778 1.075
H 3.612 -1.299 -3.917
H 5.192 -0.891 -3.281
H 1.211 -0.616 -3.564
H 0.453 0.812 -2.910
H 0.001 0.625 -5.304
H 0.812 2.117 -4.945
H 2.995 1.007 -5.753
H 1.736 1.207 -6.951
H 2.002 -1.431 -5.509
H 2.906 -0.992 -6.966
H -0.001 -0.848 -6.871
H 0.869 -2.105 -7.478
H 3.426 3.146 -2.390
H 1.738 3.084 -2.984
H 0.938 4.422 -1.258
H 2.560 4.518 -0.507
H 0.506 2.852 0.825
H 1.766 3.778 1.586
H -0.751 4.986 0.273
H 0.413 5.868 1.283
H -0.603 4.638 1.979
C -1.864 -1.021 0.484
C -2.190 -1.498 1.748
C -3.376 -2.183 1.950
C -4.249 -2.385 0.889
C -3.931 -1.887 -0.380
C -2.732 -1.214 -0.579
C -4.871 -2.054 -1.522
O -4.605 -1.632 -2.627
C -6.167 -2.751 -1.270
C -7.087 -2.870 -2.304
C -8.289 -3.521 -2.089
C -8.577 -4.063 -0.841
C -7.666 -3.945 0.194
C -6.462 -3.283 -0.014
C -5.508 -3.137 1.121
O -5.772 -3.611 2.209
H -0.930 -0.496 0.331
H -1.510 -1.337 2.574
H -3.630 -2.562 2.930
H -2.481 -0.842 -1.563
H -6.856 -2.448 -3.272
H -9.006 -3.607 -2.895
H -9.516 -4.576 -0.676
H -7.884 -4.360 1.168
C -9.308 -2.262 3.699
C -7.938 -2.034 3.616
C -7.464 -0.793 3.225
C -8.356 0.221 2.905
C -9.733 -0.014 2.970
C -10.203 -1.255 3.377
C -10.709 1.044 2.590
O -11.905 0.845 2.651
C -10.176 2.356 2.123
C -11.065 3.342 1.713
C -10.588 4.569 1.288
C -9.220 4.822 1.278
C -8.329 3.843 1.682
C -8.803 2.605 2.098
C -7.826 1.553 2.500
O -6.634 1.776 2.494
H -9.676 -3.231 4.009
H -7.240 -2.824 3.851
H -6.400 -0.610 3.160
H -11.269 -1.429 3.434
H -12.127 3.140 1.726
H -11.282 5.334 0.964
H -8.850 5.785 0.950
H -7.265 4.031 1.672

The calculation puts the max |F| at 1.5 eV/A. The total charge is -1. As for the multiplicity: 1.

Here is 15 unconnected molecules or ions with the total composition C55H79FO45 in a non-equilibrium geometry from OMol25. Energies are from ωB97M-V/def2-TZVPD.

Positions of all 180 atoms, in Å:
C -18.442 -2.296 14.147
C -19.877 -2.539 14.460
O -20.331 -1.230 14.915
C -19.283 -0.639 15.632
O -19.319 0.323 16.317
O -18.154 -1.336 15.153
H -18.297 -1.909 13.138
H -17.940 -3.243 14.345
H -20.195 -3.424 15.013
H -20.430 -2.953 13.617
C -10.565 3.387 17.624
C -9.909 2.927 16.378
O -9.211 4.096 16.002
C -9.766 5.242 16.531
O -9.663 6.388 16.091
O -10.574 4.878 17.412
H -10.075 3.248 18.588
H -11.615 3.132 17.768
H -10.756 2.637 15.756
H -9.223 2.102 16.572
C -10.450 1.024 12.183
C -11.161 2.337 11.903
O -11.841 1.954 10.681
C -11.722 0.716 10.460
O -12.397 0.084 9.668
O -10.890 0.179 11.244
H -10.733 0.793 13.210
H -9.383 1.221 12.074
H -10.537 3.200 11.668
H -11.881 2.802 12.577
C -9.317 -4.049 9.217
C -8.763 -3.350 10.400
O -7.444 -3.231 10.070
C -7.206 -3.895 8.917
O -6.395 -3.513 8.001
O -8.224 -4.615 8.606
H -9.540 -3.209 8.559
H -10.143 -4.729 9.422
H -8.870 -3.946 11.306
H -9.158 -2.336 10.470
C -17.123 3.495 16.753
C -18.636 3.318 16.968
C -19.192 2.665 18.214
O -19.869 3.715 18.795
C -20.059 4.638 17.886
O -20.860 5.513 18.156
O -19.275 4.484 16.794
H -16.866 4.553 16.689
H -16.622 3.094 15.872
H -16.677 2.995 17.612
H -19.029 2.838 16.072
H -18.326 2.229 18.712
H -19.870 1.833 18.026
C -15.391 -0.871 9.870
C -16.557 -1.713 9.520
C -17.703 -1.157 8.683
O -17.769 -2.045 7.529
C -16.761 -2.802 7.441
O -16.559 -3.553 6.496
O -16.001 -2.670 8.603
H -14.564 -1.347 10.398
H -15.677 -0.007 10.468
H -14.927 -0.251 9.103
H -17.044 -2.305 10.295
H -17.634 -0.110 8.386
H -18.552 -1.352 9.337
C -12.928 1.035 4.573
C -14.054 1.731 5.414
C -15.359 0.972 5.602
O -15.539 1.300 6.996
C -14.517 1.842 7.602
O -14.478 2.378 8.729
O -13.507 1.843 6.726
H -12.738 0.046 4.989
H -12.083 1.722 4.514
H -13.471 0.900 3.638
H -14.400 2.713 5.090
H -15.264 -0.048 5.230
H -16.249 1.224 5.025
C -16.239 -1.119 20.308
C -16.675 -0.901 18.864
C -16.171 0.385 18.231
O -15.363 -0.150 17.279
C -15.536 -1.545 17.095
O -15.109 -2.222 16.182
O -16.391 -1.906 18.108
H -15.409 -1.818 20.415
H -17.041 -1.475 20.954
H -15.809 -0.197 20.698
H -17.751 -0.924 18.690
H -15.414 0.837 18.871
H -16.881 1.104 17.824
C -13.841 7.909 15.078
C -14.109 6.448 14.542
C -12.825 5.768 14.031
O -12.770 4.574 14.775
C -13.646 4.626 15.838
O -13.698 3.841 16.804
O -14.490 5.687 15.707
H -14.684 8.209 15.700
H -13.794 8.639 14.270
H -13.030 8.040 15.794
H -14.866 6.385 13.761
H -11.969 6.430 14.167
H -12.961 5.599 12.962
C -8.410 -3.434 15.382
C -9.068 -4.791 15.893
C -8.526 -6.111 15.488
O -8.566 -6.850 16.661
C -8.680 -6.055 17.751
O -8.589 -6.430 18.911
O -8.891 -4.791 17.247
H -7.379 -3.755 15.228
H -8.350 -2.631 16.117
H -9.080 -3.208 14.553
H -10.151 -4.717 15.791
H -7.572 -6.134 14.961
H -9.256 -6.560 14.815
C -10.676 3.653 7.742
C -10.780 5.066 8.444
C -11.974 5.348 9.325
O -11.480 6.096 10.388
C -10.189 5.851 10.429
O -9.423 6.393 11.132
O -9.798 5.159 9.367
H -11.163 3.650 6.767
H -10.915 2.700 8.212
H -9.662 3.412 7.424
H -10.654 5.856 7.704
H -12.319 4.400 9.739
H -12.542 5.922 8.593
C -13.837 -5.971 16.245
C -13.396 -6.012 14.729
C -13.928 -4.854 13.991
O -12.928 -4.328 13.137
C -11.842 -4.785 13.532
O -10.747 -4.609 13.042
O -12.032 -5.680 14.574
H -13.784 -4.939 16.592
H -13.155 -6.516 16.897
H -14.859 -6.235 16.516
H -13.824 -6.889 14.244
H -13.966 -3.971 14.629
H -14.671 -5.266 13.309
C -17.531 4.054 12.104
C -18.306 2.940 12.844
C -19.860 2.949 12.588
O -20.007 1.787 11.908
C -18.853 1.109 11.834
O -18.728 0.075 11.288
O -17.915 1.730 12.415
H -16.610 3.942 11.532
H -17.561 5.010 12.627
H -18.215 4.421 11.338
H -18.094 3.160 13.890
H -20.133 3.904 12.140
H -20.369 2.770 13.535
C -10.599 -1.276 18.042
C -12.132 -1.471 18.482
C -12.549 -2.829 18.539
O -12.747 -3.102 19.924
C -12.536 -1.939 20.568
O -12.706 -1.785 21.782
O -12.277 -0.974 19.727
H -9.874 -1.798 18.666
H -10.320 -0.225 17.962
H -10.426 -1.833 17.121
H -12.749 -0.950 17.751
H -11.889 -3.589 18.122
H -13.483 -2.838 17.978
C -13.876 -0.758 13.219
C -14.320 0.676 13.624
O -13.294 1.188 14.546
C -12.611 0.178 14.919
O -11.797 0.223 15.790
O -13.006 -0.957 14.330
F -15.399 0.575 14.345
H -13.229 -0.692 12.344
H -14.660 -1.496 13.046
H -14.707 1.225 12.766

The calculation puts the max |F| at 8.5 eV/A. As for the multiplicity: 1.

no.,orbital gap (eV),total energy (eV),LUMO (eV)
1,6.28,-187347.51680,-1.4
2,5.07,-90858.13160,0.3
3,10.03,-153161.88693,-0.3